*A*
18
Properties=species:S:1:pos:R:3 method="wB97M-V/def2-TZVPD" smiles="C=NC(=C)CCC[O-]" e_homo_ev=-2.8 charge=-1
O -0.91 -2.19 -0.01
N 1.71 -0.06 0.74
C 1.44 -1.32 0.63
C 1.67 2.03 -0.29
C -1.55 -1.13 0.50
C -1.31 0.28 -0.03
C -0.28 0.26 -1.13
C 1.13 0.83 -0.14
H -1.06 1.16 0.63
H 1.91 -1.99 1.33
H -0.12 -0.78 -1.46
H -2.31 0.64 -0.33
H 2.35 2.50 0.41
H -0.44 0.94 -2.06
H -1.38 -1.04 1.49
H 0.51 -1.72 0.12
H 1.30 2.84 -0.84
H -2.67 -1.28 0.41

*B*
18
Properties=species:S:1:pos:R:3 method="wB97M-V/def2-TZVPD" smiles="C=NC(=C)CCC[O-]" e_homo_ev=-2.6 charge=-1
O 1.07 -0.77 2.04
N -0.24 2.16 -0.13
C 1.24 -1.46 0.88
C -2.12 0.85 -0.94
C 0.04 -1.33 -0.11
C 0.38 1.89 0.96
C -0.81 0.99 -0.79
C 0.20 -0.09 -1.09
H 0.06 -2.25 -0.70
H 1.16 0.38 -0.82
H -2.83 1.62 -0.68
H 0.43 0.87 1.41
H -2.58 -0.07 -1.29
H 0.49 -0.51 -2.04
H -0.87 -1.26 0.49
H 2.23 -1.28 0.34
H 1.32 -2.52 1.13
H 0.84 2.79 1.36

*B* (140.6 kJ/mol below the next structure)

*A*
14
Properties=species:S:1:pos:R:3 method="wB97M-V/def2-TZVPD" e_homo_ev=-14.8 charge=+1
O 1.43 -1.77 -0.59
N -0.66 -0.05 -0.14
N 0.72 0.94 1.58
C -0.28 1.01 0.63
C -1.56 0.33 -1.21
H -1.86 1.46 -1.10
H 2.31 -1.76 -1.04
H -2.55 -0.16 -1.03
H -1.27 0.02 -2.25
H 0.99 1.87 1.93
H 1.01 0.11 1.94
H 1.37 -2.68 -0.24
H -0.17 -0.91 -0.39
H -0.75 1.96 0.38

*B*
14
Properties=species:S:1:pos:R:3 method="wB97M-V/def2-TZVPD" smiles=NC[NH2+]CO e_homo_ev=-14.9 charge=+1
O -1.15 0.36 2.07
N -0.34 0.05 -0.14
N 0.75 0.06 -2.27
C -0.25 -0.28 1.31
C 1.00 -0.13 -0.94
H -1.11 -0.56 -0.70
H -0.56 1.01 -0.40
H 1.63 0.77 -0.49
H 0.67 0.23 1.74
H -1.73 -0.21 2.70
H 0.62 -0.80 -2.74
H -0.27 -1.38 1.35
H 1.11 0.77 -2.72
H 1.46 -1.04 -0.64

*A* (112.1 kJ/mol below the next structure)